1.
{"formula": "C6H10", "method": "ωB97M-V with the def2-TZVPD basis set", "elements": ["C", "C", "C", "C", "C", "C", "H", "H", "H", "H", "H", "H", "H", "H", "H", "H"], "coordinates": [[2.64558, 0.24275, 0.46148], [1.77231, -0.64504, -0.37133], [0.43270, -0.86103, -0.08082], [-0.59858, -0.94290, 0.70433], [-1.91846, -0.26490, 0.62988], [-2.16444, 0.64954, -0.57284], [2.50748, 1.30480, 0.22362], [2.38511, 0.10669, 1.51827], [3.70176, -0.00010, 0.30585], [0.42876, -0.43014, -1.18349], [2.20002, -1.11080, -1.25665], [-2.00117, 0.31693, 1.56012], [-2.71956, -1.01126, 0.71263], [-2.11598, 0.07880, -1.50761], [-3.14905, 1.12686, -0.52472], [-1.40647, 1.43980, -0.61872]], "atomic_forces_ev_per_a": [[0.03, 0.02, 0.03], [0.00, -0.03, 0.01], [-0.11, -0.06, 0.32], [0.20, 0.09, -0.28], [-0.05, 0.02, 0.01], [0.05, 0.03, -0.08], [0.03, -0.17, 0.04], [0.02, 0.03, -0.12], [-0.15, 0.06, 0.01], [-0.09, 0.06, -0.09], [-0.12, 0.05, 0.11], [0.02, -0.09, -0.09], [0.16, 0.07, 0.00], [0.00, 0.08, 0.12], [0.12, -0.06, 0.01], [-0.10, -0.09, 0.00]], "total_energy_ha": -234.42710, "e_homo_ev": [-7.346, -7.347], "charge": 0, "orbital_gap_ha": [0.279, 0.279], "e_above_lowest_kj_mol": 460.5, "spin_multiplicity": 1}

2.
{"formula": "C6H10", "method": "ωB97M-V with the def2-TZVPD basis set", "elements": ["C", "C", "C", "C", "C", "C", "H", "H", "H", "H", "H", "H", "H", "H", "H", "H"], "coordinates": [[-1.16786, -1.27435, 0.69753], [-1.05892, 0.18081, 0.27890], [0.13573, 1.08926, 0.51997], [1.57263, 0.20923, 0.24404], [1.00034, -0.13688, -1.14598], [-0.24383, 0.69218, -0.86901], [-1.60067, -1.36125, 1.70174], [-0.18907, -1.76268, 0.71675], [-1.81268, -1.83627, 0.01196], [-2.00845, 0.71929, 0.33217], [0.04393, 2.03037, 1.06365], [2.41534, 0.89201, 0.18080], [1.12289, -0.00041, 1.20095], [0.82570, -1.18374, -1.42581], [1.59426, 0.32004, -1.95036], [-0.62932, 1.42240, -1.55731]], "atomic_forces_ev_per_a": [[0.11, 0.03, -0.04], [0.13, 0.11, 0.04], [0.48, 0.69, -0.95], [-1.83, 2.10, 0.60], [-0.31, 0.00, 0.03], [-0.59, 0.18, -0.79], [0.10, 0.07, -0.17], [-0.14, 0.02, -0.02], [0.11, 0.11, 0.06], [0.31, 0.00, 0.22], [0.13, -0.16, -0.43], [-0.06, -0.21, 0.52], [1.94, -2.77, 0.72], [0.07, 0.15, 0.22], [0.01, -0.14, 0.44], [-0.45, -0.19, -0.46]], "total_energy_ha": -234.47327, "e_homo_ev": -8.476, "charge": 0, "orbital_gap_ha": 0.355, "e_above_lowest_kj_mol": 339.3, "smiles": "C[C@H]1[C@H]2CC[C@@H]12", "spin_multiplicity": 1}